No. 1
Below is a 2-piece molecular cluster, C5H13NO2 overall at a distorted geometry, with properties calculated with ωB97M-V/def2-TZVPD.

Results
- Structure (SMILES): CNCCCC=O.O
- Kohn-Sham gap: 9.611 eV
- Relative energy (zero: lowest compared OMol25 entry of this formula, charge and spin): 2.1745 eV
- HOMO: -8.94 eV
- Net charge: 0
- E: -403.49670 Ha

Each line ends with the natural charge from an NBO analysis.
Positions of all 21 atoms, in Å:
C (2.111, -1.110, -0.711)  -0.42
N (1.941, 0.353, -0.598)  -0.62
C (0.822, 0.687, 0.296)  -0.23
C (-0.311, 1.494, -0.336)  -0.41
C (-1.648, 1.104, 0.295)  -0.53
C (-1.737, 1.193, 1.790)  0.43
O (-2.727, 0.827, 2.377)  -0.52
H (2.659, -1.427, 0.172)  0.19
H (1.136, -1.550, -0.888)  0.16
H (2.795, -1.308, -1.537)  0.20
H (1.767, 0.683, -1.540)  0.35
H (1.276, 1.135, 1.183)  0.19
H (0.385, -0.226, 0.716)  0.18
H (-0.207, 2.553, -0.144)  0.21
H (-0.310, 1.322, -1.407)  0.21
H (-1.918, 0.072, 0.056)  0.25
H (-2.525, 1.590, -0.140)  0.24
H (-0.962, 1.691, 2.403)  0.11
O (-0.970, -2.661, -0.738)  -0.94
H (-1.507, -3.454, -0.647)  0.47
H (-0.067, -2.971, -0.604)  0.47

No. 2
Below is one molecule with the formula C10H13ClN2O at a distorted geometry, with properties calculated with ωB97M-V/def2-TZVPD.

Results
- Structure (SMILES): CO/C(=N\c1ccc(Cl)cc1)N(C)C
- Kohn-Sham gap: 8.553 eV
- Relative energy (zero: lowest compared OMol25 entry of this formula, charge and spin): 1.4421 eV
- HOMO: -7.82 eV
- Net charge: 0
- E: -1033.76207 Ha

Each line ends with the natural charge from an NBO analysis.
Positions of all 27 atoms, in Å:
C (0.575, 0.999, -1.837)  -0.26
O (1.039, -0.243, -1.287)  -0.53
C (0.059, -0.925, -0.624)  0.74
N (-0.532, -0.486, 0.481)  -0.58
C (-0.108, 0.642, 1.166)  0.14
C (-1.061, 1.593, 1.501)  -0.23
C (-0.717, 2.690, 2.307)  -0.21
C (0.604, 2.870, 2.719)  -0.07
Cl (0.920, 4.333, 3.613)  -0.01
C (1.578, 1.898, 2.368)  -0.22
C (1.197, 0.762, 1.686)  -0.24
N (-0.419, -2.101, -1.210)  -0.43
C (-1.316, -3.029, -0.481)  -0.40
C (0.006, -2.455, -2.551)  -0.40
H (1.271, 1.303, -2.666)  0.20
H (0.548, 1.752, -1.068)  0.20
H (-0.443, 0.900, -2.267)  0.18
H (-2.067, 1.463, 1.143)  0.22
H (-1.464, 3.418, 2.556)  0.22
H (2.603, 2.041, 2.599)  0.22
H (1.997, 0.057, 1.511)  0.22
H (-1.720, -3.783, -1.167)  0.20
H (-2.163, -2.466, -0.079)  0.22
H (-0.758, -3.547, 0.334)  0.20
H (-0.622, -3.237, -2.996)  0.21
H (1.030, -2.873, -2.563)  0.19
H (-0.038, -1.576, -3.188)  0.20

No. 3
Below is C18H42FInN6O6 as an isolated structure at a distorted geometry, with properties calculated with ωB97M-V/def2-TZVPD.

Results
- Kohn-Sham gap: 1.610 eV
- Relative energy (zero: lowest compared OMol25 entry of this formula, charge and spin): 0.0000 eV
- HOMO: -13.00 eV
- Net charge: +2
- E: -1780.14848 Ha

Each line ends with the Mulliken charge.
Positions of all 74 atoms, in Å:
In (-0.617, 15.167, 17.008)  1.00
F (1.670, 11.866, 13.990)  -0.43
C (5.523, 7.342, 10.202)  -0.98
C (4.201, 6.672, 10.253)  0.72
O (4.064, 5.560, 9.699)  -0.55
N (3.124, 7.280, 10.728)  -0.17
C (1.772, 6.860, 10.753)  -0.82
H (6.026, 7.189, 11.157)  0.27
H (5.309, 8.399, 10.044)  0.33
H (6.135, 6.980, 9.375)  0.30
H (3.359, 8.018, 11.375)  0.26
H (1.688, 5.883, 11.229)  0.31
H (1.414, 6.828, 9.724)  0.28
H (1.098, 7.538, 11.276)  0.33
C (-3.711, 7.199, 18.694)  -0.88
C (-2.447, 7.619, 17.880)  0.58
O (-2.332, 8.805, 17.590)  -0.57
N (-1.398, 6.794, 17.741)  -0.15
C (-1.180, 5.492, 18.403)  -0.80
H (-3.974, 7.862, 19.518)  0.28
H (-3.710, 6.162, 19.030)  0.31
H (-4.545, 7.200, 17.993)  0.28
H (-0.672, 7.306, 17.260)  0.25
H (-0.270, 4.991, 18.075)  0.30
H (-2.055, 4.859, 18.257)  0.28
H (-1.024, 5.693, 19.463)  0.35
C (-2.695, 15.285, 8.471)  -1.10
C (-2.048, 14.502, 9.578)  0.74
O (-2.245, 14.758, 10.704)  -0.54
N (-1.188, 13.524, 9.428)  -0.11
C (-0.548, 13.084, 8.274)  -0.86
H (-3.464, 15.964, 8.841)  0.30
H (-3.108, 14.613, 7.719)  0.35
H (-1.946, 15.917, 7.993)  0.33
H (-0.868, 13.074, 10.274)  0.29
H (-0.377, 13.925, 7.602)  0.31
H (-1.192, 12.405, 7.715)  0.33
H (0.369, 12.534, 8.486)  0.31
C (7.592, 14.667, 16.196)  -1.13
C (6.894, 15.782, 17.006)  0.80
O (5.672, 15.781, 17.239)  -0.61
N (7.653, 16.807, 17.397)  -0.20
C (7.134, 18.026, 18.145)  -0.78
H (8.112, 13.979, 16.863)  0.32
H (8.418, 14.957, 15.546)  0.34
H (6.877, 13.994, 15.723)  0.31
H (8.615, 16.720, 17.103)  0.19
H (7.028, 18.891, 17.490)  0.30
H (7.886, 18.259, 18.899)  0.31
H (6.170, 18.026, 18.652)  0.29
C (4.462, 8.519, 20.585)  -0.98
C (3.877, 9.328, 19.441)  0.64
O (3.095, 10.295, 19.600)  -0.62
N (4.313, 9.025, 18.218)  -0.12
C (5.381, 8.189, 17.787)  -0.90
H (5.529, 8.630, 20.392)  0.33
H (4.142, 7.478, 20.644)  0.30
H (4.390, 9.185, 21.444)  0.31
H (3.865, 9.540, 17.475)  0.30
H (5.389, 8.109, 16.700)  0.32
H (5.211, 7.170, 18.134)  0.32
H (6.347, 8.531, 18.159)  0.32
C (4.528, 17.813, 10.229)  -1.03
C (4.020, 16.555, 10.971)  0.69
O (3.215, 16.660, 11.915)  -0.60
N (4.444, 15.358, 10.635)  -0.14
C (5.459, 14.982, 9.626)  -0.76
H (3.849, 17.914, 9.382)  0.28
H (5.567, 17.776, 9.903)  0.36
H (4.520, 18.683, 10.885)  0.31
H (3.877, 14.616, 11.021)  0.25
H (5.860, 15.795, 9.020)  0.29
H (5.068, 14.193, 8.984)  0.28
H (6.269, 14.510, 10.181)  0.29

No. 4
Below is a 10-piece molecular cluster, C47H48N10 overall at a distorted geometry, with properties calculated with ωB97M-V/def2-TZVPD.

Results
- Structure (SMILES): c1ccncc1.c1ccncc1.c1ccncc1.c1ccncc1.c1ccncc1.c1ccncc1.c1ccncc1.c1ccncc1.c1ccncc1.CC#N
- Kohn-Sham gap: 9.393 eV
- Relative energy (zero: lowest compared OMol25 entry of this formula, charge and spin): 0.0000 eV
- HOMO: -9.29 eV
- Net charge: 0
- E: -2367.19776 Ha

Each line ends with the Mulliken charge.
Positions of all 105 atoms, in Å:
C (-4.544, -2.622, 0.280)  -0.24
C (-5.201, -3.881, 0.204)  -0.46
C (-5.401, -4.607, 1.361)  -0.34
N (-4.999, -4.164, 2.557)  -0.61
C (-4.296, -3.022, 2.673)  -0.53
C (-4.179, -2.168, 1.550)  0.03
H (-4.398, -1.931, -0.537)  0.57
H (-5.526, -4.196, -0.777)  0.39
H (-5.971, -5.524, 1.378)  0.38
H (-3.902, -2.710, 3.628)  0.42
H (-3.669, -1.234, 1.731)  0.38
C (3.276, 3.630, -2.867)  -0.15
C (4.212, 4.647, -3.041)  -0.56
C (5.585, 4.273, -2.973)  -0.37
N (5.951, 2.951, -2.932)  -0.57
C (4.995, 2.041, -2.798)  -0.22
C (3.636, 2.297, -2.651)  -0.05
H (2.251, 3.967, -2.886)  0.25
H (3.850, 5.659, -3.141)  0.42
H (6.300, 5.049, -3.201)  0.35
H (5.313, 1.016, -2.679)  0.45
H (2.886, 1.578, -2.357)  0.49
C (-0.499, 4.264, 1.744)  -0.43
C (0.295, 4.535, 0.634)  -0.39
C (-0.278, 5.056, -0.560)  -0.47
N (-1.635, 5.242, -0.671)  -0.67
C (-2.386, 4.882, 0.380)  -0.32
C (-1.918, 4.423, 1.608)  -0.26
H (-0.006, 3.952, 2.653)  0.56
H (1.347, 4.290, 0.657)  0.45
H (0.307, 5.231, -1.451)  0.53
H (-3.465, 4.913, 0.372)  0.55
H (-2.594, 4.209, 2.422)  0.46
C (0.344, 0.976, 4.458)  -0.69
C (0.420, -0.176, 3.693)  0.22
C (-0.699, -0.922, 3.332)  -0.62
N (-1.963, -0.517, 3.693)  -0.21
C (-2.029, 0.673, 4.367)  -0.49
C (-0.925, 1.456, 4.756)  -0.56
H (1.249, 1.527, 4.662)  0.43
H (1.403, -0.548, 3.440)  0.31
H (-0.627, -1.863, 2.807)  0.54
H (-3.023, 0.861, 4.744)  0.57
H (-1.112, 2.360, 5.315)  0.50
C (-4.545, 1.470, 0.439)  0.20
C (-4.707, 1.742, 1.805)  0.03
C (-5.367, 2.938, 2.185)  -0.68
N (-5.759, 3.846, 1.226)  -0.55
C (-5.591, 3.560, -0.124)  -0.41
C (-5.023, 2.361, -0.566)  -0.54
H (-4.030, 0.569, 0.140)  0.30
H (-4.367, 0.989, 2.501)  0.37
H (-5.442, 3.072, 3.254)  0.36
H (-6.057, 4.247, -0.815)  0.37
H (-4.930, 2.128, -1.617)  0.50
C (0.198, 0.788, -4.033)  -0.04
C (-0.578, 1.846, -3.499)  -0.67
C (-1.787, 1.559, -2.947)  -0.05
N (-2.273, 0.303, -2.991)  -0.45
C (-1.592, -0.698, -3.628)  -0.71
C (-0.339, -0.504, -4.133)  -0.36
H (1.188, 0.989, -4.413)  0.43
H (-0.178, 2.845, -3.405)  0.38
H (-2.308, 2.405, -2.522)  0.40
H (-2.059, -1.669, -3.702)  0.64
H (0.256, -1.242, -4.649)  0.42
C (-1.092, -3.216, -0.042)  0.52
C (-1.466, -3.329, -1.357)  -0.31
C (-0.499, -3.880, -2.195)  -0.54
N (0.655, -4.425, -1.848)  -0.60
C (0.950, -4.395, -0.522)  -0.75
C (0.151, -3.693, 0.402)  -0.28
H (-1.723, -2.549, 0.526)  0.00
H (-2.315, -2.820, -1.787)  0.49
H (-0.748, -3.889, -3.246)  0.44
H (1.847, -4.889, -0.178)  0.43
H (0.425, -3.526, 1.433)  0.66
C (5.036, -2.816, 3.517)  -0.32
C (4.241, -1.956, 2.742)  -1.05
C (3.030, -2.388, 2.213)  -0.30
N (2.531, -3.601, 2.532)  -0.24
C (3.253, -4.477, 3.331)  -0.38
C (4.462, -4.083, 3.832)  -0.52
H (6.012, -2.477, 3.831)  0.44
H (4.588, -0.948, 2.574)  0.42
H (2.394, -1.844, 1.530)  1.06
H (2.735, -5.403, 3.533)  0.46
H (4.998, -4.839, 4.386)  0.37
C (3.949, -1.982, -1.820)  0.16
C (3.107, -1.728, -2.885)  0.22
C (3.600, -1.379, -4.144)  -0.54
N (4.912, -1.274, -4.344)  -0.55
C (5.762, -1.531, -3.329)  -0.42
C (5.329, -1.940, -2.056)  -0.44
H (3.497, -2.335, -0.904)  0.40
H (2.040, -1.883, -2.827)  0.05
H (2.957, -1.212, -4.996)  0.37
H (6.830, -1.445, -3.462)  0.33
H (6.096, -2.053, -1.305)  0.39
C (-0.496, 0.999, 0.684)  0.97
C (0.699, 0.356, 0.091)  0.06
N (1.541, -0.125, -0.475)  -0.22
H (-1.300, 0.296, 0.901)  -0.42
H (-0.837, 1.750, -0.028)  -0.02
H (-0.235, 1.518, 1.607)  -0.30